Below is a cluster of 7 separate species, C55H91N5O24 in total at a distorted geometry, with properties calculated with ωB97M-V with the def2-TZVPD basis set.

Each line ends with the Löwdin charge.
Geometry (Å):
1 C 7.074 0.520 0.948  -0.080
2 C 5.643 -0.068 1.380  -0.221
3 O 5.551 -1.536 1.271  -0.115
4 C 5.333 -1.811 -0.112  -0.152
5 C 6.483 -2.280 -1.063  0.075
6 C 6.292 -2.545 -2.587  -0.098
7 C 7.526 -2.984 -3.529  -0.117
8 C 8.941 -2.398 -3.007  -0.375
9 C 10.162 -3.389 -2.718  -0.062
10 N 9.050 -1.091 -2.863  0.101
11 C 4.869 -2.336 -3.188  -0.063
12 C 4.603 -2.543 -4.758  -0.083
13 C 4.462 -4.086 -5.199  -0.595
14 N 5.619 -4.516 -6.063  0.049
15 N 4.301 -4.930 -3.987  0.068
16 N 3.202 -4.258 -6.016  0.043
17 C 3.733 -1.888 -2.244  0.028
18 C 3.918 -1.617 -0.704  0.040
19 C 2.639 -1.119 0.148  -0.251
20 O 2.382 -1.551 1.293  0.071
21 C 1.708 -0.058 -0.637  -0.026
22 C 1.026 1.154 0.039  0.010
23 C 0.193 2.123 -0.852  0.010
24 C 0.011 1.932 -2.393  -0.097
25 C -0.835 3.044 -3.161  -0.100
26 C -2.066 2.485 -4.023  -0.297
27 O -2.287 3.450 -5.125  -0.109
28 C -3.453 2.398 -3.222  -0.202
29 N -4.021 3.729 -2.828  -0.015
30 C 0.674 0.685 -3.021  -0.075
31 C 0.551 0.389 -4.589  -0.140
32 C -0.549 -0.780 -4.921  -0.176
33 C -1.394 -1.180 -3.603  -0.191
34 C -2.617 -2.198 -3.970  -0.146
35 C -2.980 -3.199 -2.767  -0.176
36 O -4.120 -2.734 -1.965  -0.091
37 C -4.254 -3.548 -0.789  -0.395
38 C -5.395 -4.669 -0.614  -0.002
39 O -3.458 -3.408 0.171  0.049
40 C 1.524 -0.325 -2.178  0.013
41 C 2.238 -1.617 -2.793  -0.241
42 O 1.716 -2.414 -3.606  0.049
43 H 7.814 -0.251 0.554  0.072
44 H 6.901 1.288 0.100  0.084
45 H 7.482 1.133 1.834  0.080
46 H 5.397 0.182 2.481  0.135
47 H 4.852 0.472 0.755  0.115
48 H 7.546 -2.439 -0.657  0.111
49 H 7.643 -4.123 -3.601  0.109
50 H 7.399 -2.606 -4.610  0.101
51 H 10.978 -2.794 -2.191  0.081
52 H 10.608 -3.844 -3.682  0.091
53 H 9.831 -4.283 -2.078  0.080
54 H 8.162 -0.624 -3.125  0.052
55 H 3.645 -2.008 -5.119  0.106
56 H 5.467 -1.997 -5.297  0.111
57 H 6.132 -5.302 -5.617  0.070
58 H 6.320 -3.770 -6.165  0.045
59 H 5.201 -5.277 -3.623  0.071
60 H 3.656 -5.721 -4.158  0.086
61 H 3.103 -3.428 -6.630  0.071
62 H 3.315 -5.046 -6.673  0.073
63 H 1.139 1.320 1.158  0.101
64 H -0.262 3.026 -0.308  0.083
65 H -0.094 3.690 -3.750  0.131
66 H -1.289 3.746 -2.361  0.115
67 H -1.886 1.482 -4.533  0.112
68 H -1.429 3.826 -5.413  0.097
69 H -4.223 1.930 -3.949  0.128
70 H -3.415 1.669 -2.326  0.125
71 H -3.288 4.438 -2.699  0.055
72 H -4.498 3.565 -1.929  0.077
73 H 0.307 1.367 -5.144  0.109
74 H 1.589 0.003 -4.920  0.110
75 H -1.294 -0.312 -5.661  0.109
76 H 0.007 -1.685 -5.366  0.112
77 H -1.896 -0.264 -3.111  0.103
78 H -0.759 -1.731 -2.816  0.106
79 H -3.540 -1.510 -4.091  0.119
80 H -2.477 -2.723 -4.971  0.114
81 H -2.083 -3.394 -2.077  0.132
82 H -3.296 -4.197 -3.240  0.130
83 H -6.221 -4.591 -1.414  0.091
84 H -4.957 -5.725 -0.533  0.097
85 H -5.894 -4.446 0.403  0.084
86 C -8.762 -7.235 6.236  -0.063
87 C -9.186 -6.869 4.827  -0.211
88 O -8.325 -5.870 4.261  0.031
89 C -7.109 -6.294 3.888  -0.588
90 O -6.689 -7.423 3.976  0.117
91 O -6.423 -5.237 3.416  -0.004
92 C -5.067 -5.537 3.083  -0.049
93 H -8.709 -6.342 6.864  0.077
94 H -9.467 -7.941 6.679  0.081
95 H -7.770 -7.691 6.249  0.074
96 H -10.188 -6.435 4.854  0.122
97 H -9.231 -7.746 4.174  0.124
98 H -5.006 -6.368 2.377  0.095
99 H -4.501 -5.758 3.990  0.100
100 H -4.634 -4.653 2.612  0.085
101 C -2.897 8.652 2.756  -0.060
102 C -2.343 8.288 1.392  -0.208
103 O -1.513 7.119 1.456  0.032
104 C -2.158 5.955 1.611  -0.588
105 O -3.355 5.807 1.689  0.119
106 O -1.241 4.973 1.687  -0.007
107 C -1.800 3.688 1.961  -0.050
108 H -2.086 8.769 3.480  0.069
109 H -3.466 9.582 2.704  0.084
110 H -3.556 7.871 3.142  0.076
111 H -1.707 9.100 1.033  0.123
112 H -3.137 8.150 0.653  0.126
113 H -2.569 3.426 1.231  0.097
114 H -2.206 3.666 2.974  0.103
115 H -0.998 2.952 1.894  0.076
116 C -4.884 9.116 -8.955  -0.071
117 C -3.531 9.170 -8.271  -0.218
118 O -3.605 8.688 -6.923  0.027
119 C -3.729 7.358 -6.785  -0.590
120 O -3.773 6.550 -7.684  0.115
121 O -3.819 7.078 -5.475  0.002
122 C -4.064 5.694 -5.196  -0.044
123 H -5.631 9.659 -8.371  0.082
124 H -4.827 9.552 -9.955  0.079
125 H -5.242 8.089 -9.052  0.073
126 H -3.199 10.209 -8.211  0.121
127 H -2.770 8.619 -8.830  0.123
128 H -3.313 5.056 -5.662  0.067
129 H -5.067 5.420 -5.532  0.108
130 H -4.013 5.556 -4.121  0.056
131 C -1.105 13.516 7.275  -0.069
132 C -0.551 13.148 5.911  -0.213
133 O 0.279 11.981 5.978  0.032
134 C -0.367 10.816 6.135  -0.589
135 O -1.564 10.670 6.215  0.114
136 O 0.549 9.835 6.214  0.002
137 C -0.009 8.551 6.492  -0.043
138 H -0.294 13.635 7.998  0.082
139 H -1.674 14.446 7.220  0.080
140 H -1.763 12.736 7.662  0.073
141 H 0.085 13.960 5.550  0.122
142 H -1.345 13.008 5.173  0.124
143 H -0.779 8.287 5.763  0.085
144 H -0.415 8.533 7.505  0.100
145 H 0.794 7.816 6.427  0.095
146 C -10.631 -4.347 12.579  -0.069
147 C -10.108 -5.528 11.783  -0.213
148 O -9.626 -5.123 10.495  0.029
149 C -8.452 -4.476 10.490  -0.589
150 O -7.774 -4.220 11.457  0.118
151 O -8.164 -4.138 9.221  -0.006
152 C -6.984 -3.345 9.092  -0.045
153 H -11.396 -3.812 12.010  0.082
154 H -11.060 -4.681 13.526  0.080
155 H -9.838 -3.630 12.798  0.073
156 H -10.925 -6.231 11.602  0.122
157 H -9.329 -6.072 12.326  0.125
158 H -6.124 -3.836 9.552  0.097
159 H -7.147 -2.360 9.534  0.099
160 H -6.780 -3.219 8.028  0.094
161 C 10.960 -8.756 0.174  -0.068
162 C 10.517 -8.399 -1.232  -0.213
163 O 11.364 -7.398 -1.813  0.022
164 C 12.579 -7.815 -2.198  -0.589
165 O 13.008 -8.941 -2.108  0.120
166 O 13.252 -6.757 -2.684  -0.004
167 C 14.606 -7.049 -3.030  -0.046
168 H 11.014 -7.859 0.797  0.083
169 H 10.263 -9.464 0.628  0.081
170 H 11.954 -9.206 0.178  0.074
171 H 9.512 -7.971 -1.196  0.121
172 H 10.469 -9.280 -1.880  0.125
173 H 14.665 -7.883 -3.732  0.097
174 H 15.183 -7.262 -2.129  0.100
175 H 15.026 -6.164 -3.510  0.094

The HOMO-LUMO gap is 0.285 hartree. Its total energy is -115089.86775 eV. As for the LUMO energy: -0.03995 hartree. As for the SMILES: [H]/N=C(/C)Cc1cc(OCC)c2c(c1CC(N)(N)N)C(=O)c1c(ccc(C[C@H](O)CN)c1CCCCCOC(C)=O)C2=O.CCOC(=O)OC.CCOC(=O)OC.CCOC(=O)OC.CCOC(=O)OC.CCOC(=O)OC.CCOC(=O)OC. The HOMO energy comes out at -8.8 eV.


Below is a cluster of 10 separate species, C55H92N10O3 in total at a distorted geometry, with properties calculated with ωB97M-V with the def2-TZVPD basis set.

Each line ends with the Löwdin charge.
Geometry (Å):
1 N 3.147 1.643 1.767  0.035
2 C 3.614 2.577 0.846  -0.114
3 C 4.774 2.042 0.284  -0.097
4 C 4.918 0.744 0.801  -0.121
5 C 3.917 0.515 1.711  -0.133
6 H 2.363 1.768 2.349  0.098
7 H 3.234 3.556 0.634  0.092
8 H 5.403 2.484 -0.461  0.094
9 H 5.704 0.000 0.564  0.102
10 H 3.702 -0.362 2.264  0.084
11 N -4.030 2.557 -3.647  -0.014
12 C -3.127 3.503 -3.245  -0.115
13 C -1.880 3.045 -3.649  -0.112
14 C -2.079 1.916 -4.421  -0.111
15 C -3.448 1.553 -4.349  -0.138
16 H -5.034 2.585 -3.486  0.151
17 H -3.346 4.194 -2.446  0.088
18 H -0.885 3.384 -3.528  0.072
19 H -1.249 1.474 -4.945  0.079
20 H -4.119 0.845 -4.839  0.114
21 N 7.622 -3.647 -1.077  0.013
22 C 6.787 -3.050 -0.133  -0.132
23 C 5.668 -2.676 -0.788  -0.128
24 C 5.756 -3.087 -2.164  -0.086
25 C 6.994 -3.622 -2.300  -0.143
26 H 8.560 -3.924 -0.927  0.128
27 H 7.163 -2.795 0.841  0.104
28 H 4.791 -2.230 -0.323  0.074
29 H 4.999 -2.860 -2.858  0.061
30 H 7.469 -3.977 -3.214  0.113
31 N 1.643 -1.312 -4.305  0.034
32 C 1.636 -1.325 -5.702  -0.133
33 C 2.934 -1.110 -6.098  -0.125
34 C 3.720 -1.011 -4.940  -0.132
35 C 2.911 -1.100 -3.837  -0.149
36 H 0.853 -1.310 -3.737  0.093
37 H 0.798 -1.531 -6.357  0.107
38 H 3.354 -1.155 -7.120  0.107
39 H 4.823 -0.948 -4.952  0.108
40 H 3.156 -0.974 -2.784  0.101
41 N 2.014 0.212 -0.702  0.039
42 C 1.036 0.937 -1.341  -0.121
43 C -0.040 0.116 -1.569  -0.118
44 C 0.381 -1.146 -1.196  -0.161
45 C 1.629 -1.114 -0.622  -0.132
46 H 2.868 0.690 -0.348  0.100
47 H 1.144 1.990 -1.519  0.102
48 H -0.947 0.340 -2.071  0.069
49 H -0.276 -2.038 -1.278  0.114
50 H 2.147 -1.936 -0.109  0.102
51 N 1.759 1.993 -4.864  0.043
52 C 2.697 2.385 -4.011  -0.178
53 C 2.760 3.773 -3.985  -0.087
54 C 1.739 4.182 -4.887  -0.126
55 C 1.154 3.083 -5.431  -0.147
56 H 1.498 1.018 -5.005  0.113
57 H 3.375 1.699 -3.507  0.106
58 H 3.434 4.469 -3.488  0.090
59 H 1.462 5.166 -5.082  0.073
60 H 0.489 3.074 -6.241  0.098
61 N -0.348 -0.215 2.042  0.049
62 C -1.087 -1.282 2.420  -0.140
63 C -1.360 -1.074 3.762  -0.130
64 C -0.812 0.110 4.176  -0.102
65 C -0.134 0.638 3.066  -0.126
66 H 0.164 -0.165 1.202  0.098
67 H -1.352 -2.099 1.767  0.113
68 H -2.116 -1.655 4.337  0.119
69 H -0.888 0.456 5.220  0.111
70 H 0.487 1.490 2.940  0.081
71 C -5.775 -3.449 0.756  -0.041
72 C -5.435 -2.803 -0.553  -0.514
73 C -6.771 -2.290 -1.197  -0.117
74 C -6.564 -1.299 -2.364  -0.164
75 C -5.559 -0.157 -2.101  -0.130
76 C -4.287 -0.612 -1.354  -0.490
77 N -4.627 -1.565 -0.304  -0.051
78 O -3.351 -2.033 0.307  -0.081
79 C -3.373 -1.285 -2.378  -0.026
80 C -3.627 0.618 -0.616  -0.009
81 C -4.729 -3.764 -1.536  -0.029
82 H -6.670 -4.028 0.621  0.082
83 H -5.896 -2.662 1.507  0.095
84 H -4.888 -4.019 1.024  0.083
85 H -7.367 -3.149 -1.450  0.111
86 H -7.345 -1.829 -0.415  0.108
87 H -7.483 -0.787 -2.525  0.090
88 H -6.305 -1.805 -3.321  0.112
89 H -6.037 0.619 -1.488  0.117
90 H -5.296 0.334 -3.069  0.091
91 H -4.101 -1.849 -3.001  0.073
92 H -2.858 -0.552 -2.997  0.060
93 H -2.739 -1.984 -1.861  0.057
94 H -4.299 1.130 0.048  0.069
95 H -2.732 0.248 -0.120  0.064
96 H -3.369 1.379 -1.378  0.074
97 H -4.953 -3.552 -2.597  0.078
98 H -5.149 -4.727 -1.258  0.080
99 H -3.644 -3.818 -1.375  0.082
100 H -3.224 -1.463 1.103  0.083
101 C -4.104 6.194 0.106  -0.037
102 C -3.186 5.337 0.932  -0.553
103 C -3.600 3.876 1.044  -0.103
104 C -2.462 2.923 1.597  -0.154
105 C -1.263 3.062 0.659  -0.109
106 C -0.794 4.548 0.756  -0.511
107 N -1.872 5.442 0.300  -0.079
108 O -1.511 6.802 0.462  -0.036
109 C -0.271 4.828 2.143  -0.035
110 C 0.358 4.810 -0.197  -0.030
111 C -3.248 5.937 2.353  -0.015
112 H -5.144 5.932 0.234  0.088
113 H -3.806 6.078 -0.941  0.081
114 H -3.921 7.237 0.336  0.081
115 H -4.376 3.728 1.782  0.115
116 H -3.963 3.604 0.042  0.107
117 H -2.841 1.940 1.715  0.077
118 H -2.208 3.224 2.606  0.086
119 H -1.508 2.846 -0.383  0.104
120 H -0.376 2.449 1.003  0.107
121 H -0.906 4.508 2.950  0.053
122 H 0.674 4.278 2.252  0.081
123 H -0.010 5.882 2.239  0.096
124 H 0.651 5.842 -0.246  0.078
125 H 1.287 4.326 0.049  0.049
126 H 0.039 4.462 -1.184  0.085
127 H -2.822 6.918 2.205  0.079
128 H -2.703 5.299 3.108  0.088
129 H -4.282 5.824 2.532  0.070
130 H -1.208 7.087 -0.399  0.106
131 C 2.231 -2.077 6.009  -0.040
132 C 2.947 -3.052 5.055  -0.488
133 C 3.228 -4.394 5.782  -0.129
134 C 3.604 -5.454 4.758  -0.179
135 C 2.432 -5.672 3.830  -0.168
136 C 2.212 -4.443 2.957  -0.506
137 N 1.975 -3.300 3.921  -0.057
138 O 1.893 -2.146 3.093  -0.080
139 C 3.384 -4.190 1.937  -0.003
140 C 0.977 -4.751 2.188  -0.049
141 C 4.274 -2.365 4.647  -0.036
142 H 2.767 -1.796 6.915  0.084
143 H 1.335 -2.618 6.337  0.084
144 H 1.915 -1.167 5.501  0.070
145 H 4.059 -4.241 6.428  0.103
146 H 2.325 -4.681 6.360  0.128
147 H 3.893 -6.451 5.218  0.130
148 H 4.482 -5.168 4.174  0.101
149 H 1.491 -5.975 4.319  0.130
150 H 2.521 -6.500 3.156  0.106
151 H 3.642 -5.098 1.498  0.064
152 H 3.068 -3.465 1.155  0.063
153 H 4.322 -3.867 2.402  0.057
154 H 0.853 -3.950 1.469  0.069
155 H 1.001 -5.737 1.735  0.094
156 H 0.149 -4.713 2.882  0.089
157 H 4.782 -2.102 5.586  0.085
158 H 4.008 -1.430 4.092  0.066
159 H 4.991 -2.895 3.977  0.072
160 H 0.967 -1.844 3.353  0.088

The HOMO-LUMO gap is 0.312 hartree. Its total energy is -79564.57750 eV. As for the LUMO energy: 0.02192 hartree. As for the SMILES: CC1(C)CCCC(C)(C)N1O.CC1(C)CCCC(C)(C)N1O.CC1(C)CCCC(C)(C)N1O.c1cc[nH]c1.c1cc[nH]c1.c1cc[nH]c1.c1cc[nH]c1.c1cc[nH]c1.c1cc[nH]c1.c1cc[nH]c1. The HOMO energy comes out at -7.9 eV.